Record 1
Computed, not measured: 3 unconnected molecules or ions with the total composition C15H40ClN2O4P, with the ωB97M-V functional and the def2-TZVPD basis.

Last column: Löwdin charge in e.
Atoms and positions in Å:
C 2.3684 5.4157 -2.9158  -0.152
C 1.3499 6.1804 -2.0166  -0.335
C 0.0677 6.6588 -2.7693  -0.831
P -1.3129 5.2743 -2.8532  0.694
Cl 0.4442 7.1269 -4.5080  0.480
H 1.8822 4.9615 -3.7956  0.047
H 2.8066 4.5667 -2.3545  0.067
H 3.2122 6.0561 -3.2211  0.069
H 1.0939 5.5106 -1.1712  0.067
H 1.8318 7.0577 -1.5463  0.098
H -0.3443 7.5746 -2.3023  0.051
H -0.9999 5.0811 -4.2440  -0.047
H -0.7139 4.5582 -1.7795  -0.027
H -2.3324 6.2244 -2.5146  -0.011
H -2.3142 4.2131 -2.9797  -0.100
C -0.4988 1.3019 4.0062  -0.113
O -0.1438 0.5657 2.8502  -0.190
C -1.0708 -0.4565 2.4945  -0.204
C -1.9069 -0.0618 1.2820  -0.208
N -2.8490 1.0082 1.5928  -0.052
C -3.4332 1.6815 0.4340  -0.192
C -2.5042 2.3052 -0.6195  -0.228
O -1.8054 3.4673 -0.1940  -0.243
C -0.6875 3.2205 0.6416  -0.096
H 0.3854 1.8460 4.3381  0.090
H -1.2812 2.0365 3.7940  0.070
H -0.8256 0.6436 4.8158  0.088
H -1.7002 -0.7467 3.3411  0.123
H -0.4727 -1.3290 2.2179  0.111
H -2.4582 -0.9386 0.9293  0.118
H -1.2038 0.2333 0.4952  0.099
H -2.3898 1.7007 2.1653  0.061
H -4.0605 2.4871 0.8251  0.121
H -4.1015 0.9801 -0.0755  0.116
H -3.1395 2.6393 -1.4421  0.102
H -1.8100 1.5773 -1.0537  0.114
H -0.1407 2.3217 0.3476  0.093
H -0.9995 3.1547 1.6849  0.070
H -0.0121 4.0746 0.5642  0.076
C -1.2671 -4.6729 1.1394  -0.107
O -0.0860 -4.0338 1.5900  -0.205
C 0.7806 -4.8705 2.3493  -0.207
C 2.0066 -5.2942 1.5477  -0.211
N 1.6640 -6.2262 0.4791  -0.054
C 2.6941 -6.4113 -0.5419  -0.195
C 3.2414 -5.1841 -1.2884  -0.223
O 2.3366 -4.5789 -2.1973  -0.179
C 1.3427 -3.7626 -1.6068  -0.099
H -1.9655 -3.8969 0.8253  0.084
H -1.0747 -5.3153 0.2758  0.072
H -1.7342 -5.2594 1.9351  0.090
H 0.2498 -5.7337 2.7613  0.121
H 1.1257 -4.2660 3.1925  0.121
H 2.7268 -5.7660 2.2224  0.123
H 2.4617 -4.3777 1.1567  0.099
H 0.8180 -5.9165 0.0247  0.061
H 2.2696 -7.0809 -1.2948  0.120
H 3.5398 -6.9398 -0.0903  0.115
H 4.0724 -5.5360 -1.9044  0.120
H 3.6662 -4.4340 -0.6121  0.110
H 1.7237 -3.1991 -0.7518  0.088
H 0.4795 -4.3641 -1.3150  0.068
H 0.9984 -3.0525 -2.3597  0.089

The spin multiplicity is 1. Its SMILES is CC[C@H]([PH4])Cl.COCCNCCOC.COCCNCCOC. The HOMO energy is -0.30365 Eh. Its HOMO-LUMO gap is 0.32713 hartree. Its energy relative to the best compared isomer or geometry (same formula, charge and spin) is 4.5 kcal/mol.

Record 2
Computed, not measured: 2 unconnected molecules or ions with the total composition C4H12, with the ωB97M-V functional and the def2-TZVPD basis.

Last column: Mulliken spin population.
Atoms and positions in Å:
C -0.5574 1.6817 1.1688  2.041
C -1.8423 0.7934 1.3931  0.432
H -0.5717 1.8682 0.0694  -0.029
H -0.8641 2.6837 1.6835  -1.018
H 0.4454 1.2767 1.4760  -0.298
H -2.0216 0.4217 2.4015  -0.183
H -1.7106 -0.2098 0.9072  0.048
H -2.7901 1.2089 0.9810  -0.333
C 1.9459 -1.4933 -1.5092  0.638
C 0.5089 -1.0288 -1.0431  0.621
H 2.7756 -1.1085 -0.8215  -0.411
H 1.9148 -2.4823 -1.8672  -0.184
H 2.0347 -0.7714 -2.3795  -0.194
H 0.5566 -0.8797 0.0286  0.085
H -0.0931 -1.8903 -1.1156  0.013
H 0.2688 -0.0701 -1.3730  -0.228

As for the charge: -1. The spin multiplicity is 2. The HOMO energy (alpha / beta) is 0.05544 / -0.27326 Eh. Its HOMO-LUMO gap (alpha / beta) is 0.10272 / 0.43785 hartree. Its energy relative to the best compared isomer or geometry (same formula, charge and spin) is 28.8 kcal/mol.

Record 3
Computed, not measured: 2 unconnected molecules or ions with the total composition C23H38N4O6S, with the ωB97M-V functional and the def2-TZVPD basis.

Last column: Löwdin charge in e.
Atoms and positions in Å:
C 3.7560 1.9148 2.7028  -0.107
C 2.4967 1.3964 1.7341  -0.259
N 2.7570 0.0539 1.0873  -0.112
C 1.8019 -0.2361 -0.0596  -0.146
C 0.3422 0.5282 0.0975  -0.129
C -0.8265 -0.0375 -0.9038  -0.269
C -0.6689 0.4378 -2.4758  -0.021
C -0.4746 -0.8505 -3.5231  -0.234
O 0.6233 -0.9862 -4.3154  -0.048
O -1.5222 -1.9086 -3.6882  -0.008
O -2.1575 0.2334 -0.3255  -0.087
C -2.3796 1.6758 -0.1073  -0.250
O -2.6843 2.5603 -1.0690  -0.010
C -2.2852 2.2541 1.4594  -0.104
C -3.8264 2.4519 1.9751  -0.193
C -4.0539 2.3057 3.5897  -0.217
C -2.6895 2.2946 4.4951  -0.219
C -2.0474 0.8157 4.7817  -0.211
C -2.6641 -0.4059 3.8828  -0.244
C -1.4580 -1.5531 3.7440  -0.465
S -2.0083 -3.1856 4.4805  0.849
C -2.2827 -4.3329 3.0208  -0.453
N -1.2028 -4.3636 1.9514  -0.063
N -1.5400 -5.2459 0.9274  -0.019
C -2.8980 -5.7890 1.3736  -0.052
O -3.4012 -5.2287 2.6680  -0.076
C 2.7667 -1.0455 2.1265  -0.270
C 3.4841 -2.5247 1.8196  -0.033
O 2.2538 -0.9292 3.3827  -0.085
H 4.6710 2.0981 1.9966  0.079
H 3.9525 1.1741 3.5878  0.076
H 3.3951 2.9685 3.1306  0.088
H 2.3377 2.2832 0.9557  0.133
H 1.5476 1.4065 2.4554  0.117
H 2.3047 -0.0855 -1.1129  0.139
H 1.5578 -1.4027 0.0102  0.137
H -0.0228 0.2781 1.2063  0.124
H 0.4119 1.6982 -0.0950  0.134
H -0.7063 -1.2242 -0.9155  0.172
H 0.3112 1.0731 -2.5797  0.136
H -1.5966 1.0361 -2.8900  0.138
H -2.3815 -1.4454 -3.4248  0.122
H -1.6565 1.4592 2.0434  0.093
H -1.7809 3.3135 1.3878  0.139
H -4.5110 1.6195 1.4621  0.129
H -4.2339 3.5095 1.6475  0.126
H -4.6689 3.2713 3.9285  0.114
H -4.7919 1.3949 3.8122  0.121
H -1.8342 3.0129 4.1041  0.114
H -2.9956 2.7359 5.5614  0.115
H -0.8735 0.8754 4.7035  0.109
H -2.2749 0.5455 5.9216  0.126
H -3.6105 -0.9369 4.3552  0.107
H -2.9543 -0.1269 2.7844  0.094
H -1.2258 -1.7633 2.5935  0.086
H -0.4540 -1.2149 4.2412  0.079
H -3.4067 -6.5412 0.6312  0.134
H 4.4020 -2.4160 1.1005  0.086
H 3.8890 -2.9178 2.8710  0.103
H 2.6910 -3.2758 1.3967  0.087
C 1.9483 0.3253 -6.8685  -0.127
C 2.5600 0.7853 -8.1853  -0.273
C 4.0430 0.4394 -8.3140  -0.201
C 4.8724 1.1639 -7.3410  -0.231
N 5.5278 1.7307 -6.5698  0.134
H 2.4088 0.8309 -6.0141  0.073
H 0.8774 0.5520 -6.8518  0.072
H 2.0685 -0.7549 -6.7369  0.075
H 2.4123 1.8672 -8.2924  0.112
H 2.0156 0.3049 -9.0072  0.108
H 4.3772 0.6939 -9.3263  0.116
H 4.1862 -0.6411 -8.1954  0.121

The spin multiplicity is 1. Its SMILES is CCN(CC[C@H](CC(=O)O)OC(=O)CCCCCCCSc1nnco1)C(C)=O.CCCC#N. The HOMO energy is -0.32128 Eh. Its HOMO-LUMO gap is 0.31343 hartree. Its energy relative to the best compared isomer or geometry (same formula, charge and spin) is 275.1 kcal/mol.

Record 4
Computed, not measured: a molecular structure, C43H34I2N5NaO, with the ωB97M-V functional and the def2-TZVPD basis.

Last column: Löwdin charge in e.
Atoms and positions in Å:
Na 0.4524 -0.8393 -0.0735  0.302
C 1.5649 0.4629 2.8307  -0.184
C 2.3801 -0.6683 3.4292  -0.149
C 2.6396 -1.8540 2.5114  -0.387
C 3.8058 -2.5702 2.7058  -0.136
C 3.9678 -3.7643 1.9059  -0.167
C 3.0107 -4.1777 1.0632  -0.094
C 1.7298 -3.3680 0.8514  -0.351
N 1.6626 -2.1193 1.6443  0.019
N 0.1089 0.2842 2.6760  -0.145
C -0.5307 -0.8981 3.2405  -0.142
C -1.7265 -1.3638 2.4360  -0.249
C -2.8933 -1.8228 3.0398  -0.038
C -3.9216 -2.3063 2.2444  -0.089
C -3.7695 -2.2963 0.8675  -0.073
C -2.5882 -1.7875 0.3491  -0.112
N -1.5902 -1.3384 1.1113  0.130
C -0.6230 1.5001 2.8693  -0.154
C -0.3951 2.5515 1.7927  -0.250
C -1.0943 3.7588 1.8551  -0.048
C -0.9538 4.6727 0.8315  -0.089
C -0.1079 4.3704 -0.2257  -0.071
C 0.5729 3.1645 -0.1873  -0.120
N 0.4401 2.2746 0.7977  0.145
H 1.9967 0.6993 1.8562  0.104
H 1.7176 1.3565 3.4550  0.107
H 1.9245 -1.0218 4.3616  0.108
H 3.3479 -0.2417 3.7047  0.102
H 4.5522 -2.2507 3.4218  0.052
H 4.8876 -4.3392 1.9866  0.075
H 3.1283 -5.0634 0.4456  0.086
H 0.8652 -3.9900 1.1405  0.114
H -0.8165 -0.7933 4.2995  0.118
H 0.1949 -1.7096 3.1221  0.105
H -2.9783 -1.8106 4.1203  0.100
H -4.8326 -2.6833 2.6954  0.095
H -4.5458 -2.6610 0.2085  0.096
H -2.4309 -1.7308 -0.7251  0.118
H -0.4059 1.9680 3.8471  0.121
H -1.6931 1.2683 2.8713  0.122
H -1.7574 3.9551 2.6912  0.106
H -1.5043 5.6067 0.8486  0.097
H 0.0124 5.0440 -1.0646  0.098
H 1.2479 2.8826 -0.9907  0.115
I 1.2981 0.6061 -4.4532  0.890
C -0.5082 1.3570 -3.7240  -0.653
C -1.3051 2.1485 -4.5491  -0.264
C -2.4892 2.6699 -4.0903  -0.689
I -3.6288 3.8424 -5.4167  0.793
C -2.9301 2.4174 -2.7703  -0.227
C -4.1218 2.9320 -2.2112  -0.080
C -4.4680 2.6245 -0.9295  -0.078
C -3.6167 1.7890 -0.1827  -0.162
N -2.4985 1.3066 -0.6578  0.140
C -2.1253 1.5927 -1.9240  -0.130
C -0.8422 1.0063 -2.3862  -0.457
O -0.0981 0.2916 -1.6728  -0.153
H -0.9822 2.3521 -5.5611  0.065
H -4.7569 3.5689 -2.8131  0.042
H -5.3799 3.0128 -0.4906  0.091
H -3.8743 1.5047 0.8386  0.100
C 1.5135 -3.1456 -0.6401  -0.005
C 1.7017 -3.6871 -1.7373  -0.057
C 1.7520 -4.2453 -3.0147  -0.189
C 2.9495 -3.9646 -3.8289  -0.179
C 3.5178 -4.8861 -4.7284  -0.070
C 4.6635 -4.5913 -5.4611  -0.130
C 5.3043 -3.3671 -5.3246  -0.148
C 4.7756 -2.4482 -4.4189  -0.116
C 3.6321 -2.7387 -3.6920  -0.051
C 0.6401 -5.0653 -3.4575  -0.177
C 0.4748 -5.5330 -4.7859  -0.067
C -0.6007 -6.3282 -5.1618  -0.139
C -1.5889 -6.6937 -4.2538  -0.161
C -1.4786 -6.2017 -2.9518  -0.132
C -0.4106 -5.4116 -2.5655  -0.045
H 3.0751 -5.8696 -4.8235  0.096
H 5.0672 -5.3384 -6.1369  0.082
H 6.1964 -3.1379 -5.8962  0.075
H 5.2611 -1.4869 -4.2806  0.089
H 3.2399 -2.0166 -2.9844  0.094
H 1.1863 -5.2332 -5.5445  0.086
H -0.6721 -6.6604 -6.1931  0.082
H -2.4209 -7.3214 -4.5507  0.070
H -2.2486 -6.4364 -2.2234  0.084
H -0.3550 -5.0377 -1.5503  0.093

As for the charge: -2. The spin multiplicity is 1. The HOMO energy is -0.01170 Eh. Its HOMO-LUMO gap is 0.13285 hartree. Its energy relative to the best compared isomer or geometry (same formula, charge and spin) is 21.0 kcal/mol.

Record 5
Computed, not measured: a molecular structure, C18H26GaN10O3S2, with the ωB97M-V functional and the def2-TZVPD basis.

Last column: Löwdin charge in e.
Atoms and positions in Å:
Ga -0.0019 0.1604 -0.4768  0.224
N 1.5504 1.5254 -0.2460  0.025
C 2.0480 2.4682 -1.3156  -0.180
C 0.9161 3.2025 -1.9940  -0.205
C -0.1137 2.3798 -2.6872  -0.182
N -1.0270 1.6106 -1.6743  0.033
H 1.2695 2.0955 0.5127  0.075
H 2.3294 0.8797 -0.0457  0.071
H 2.5738 1.9094 -2.0652  0.097
H 2.6943 3.1899 -0.7335  0.148
H 1.4520 3.8754 -2.7524  0.157
H 0.4698 3.8650 -1.3084  0.089
H 0.3403 1.6389 -3.4018  0.096
H -0.7187 3.0545 -3.2762  0.113
H -1.7347 1.1630 -2.2428  0.084
H -1.3261 2.2388 -0.9502  0.041
N -3.4932 -0.0403 -1.1148  0.166
C -2.8687 -1.2495 -1.0455  -0.412
N -3.5643 -2.2831 -1.4207  0.195
C -2.8596 -3.4159 -1.3520  -0.412
N -3.4862 -4.4539 -1.8488  0.176
N -1.6547 -3.6007 -0.6851  0.214
C -1.0709 -2.4455 -0.4354  -0.289
N -1.5593 -1.2599 -0.7310  0.110
C 0.3040 -2.5314 0.2400  -0.200
C 0.7149 -3.7412 0.7689  0.029
C 1.7534 -3.6825 1.6554  -0.031
C 2.4396 -2.5191 1.9292  -0.007
C 1.9969 -1.3357 1.3096  -0.050
N 0.8934 -1.3741 0.5158  0.034
H -4.5006 0.0769 -1.2045  0.125
H -3.1242 0.7284 -0.5044  0.115
H -4.3836 -4.2268 -2.2922  0.133
H -3.0304 -5.4277 -1.8351  0.174
H 0.1463 -4.6633 0.6153  0.135
H 2.0782 -4.5963 2.1221  0.122
H 3.2029 -2.4684 2.7107  0.125
H 2.5304 -0.4035 1.5621  0.133
C -1.8965 3.9344 2.9353  -0.010
N -1.5440 2.5347 2.7795  -0.058
C -1.7948 1.6604 3.8230  -0.017
C -1.7337 0.3396 3.6150  0.024
C -1.3982 -0.1857 2.3068  -0.415
O -1.4494 -1.3631 2.0256  0.064
N -0.9087 0.7995 1.3202  0.132
C -1.0826 2.1290 1.5790  -0.502
O -0.8961 3.0102 0.6735  -0.044
H -2.7933 4.1794 2.3493  0.104
H -1.0531 4.5438 2.5122  0.112
H -2.1002 4.1700 3.9712  0.089
H -2.0422 2.0870 4.7488  0.119
H -1.9059 -0.4004 4.3784  0.120
C 4.9071 -0.5985 -1.3130  -0.110
O 3.5139 -0.3365 -1.4217  -0.280
C 2.6951 -1.3013 -1.9539  -1.279
S 3.2747 -2.7625 -2.3781  0.709
S 1.1434 -0.7443 -2.4078  0.745
H 5.3614 0.0724 -0.6343  0.077
H 5.4517 -0.4920 -2.2459  0.099
H 5.0656 -1.6195 -0.9656  0.051

As for the charge: +1. The spin multiplicity is 1. The HOMO energy is -0.37819 Eh. Its HOMO-LUMO gap is 0.26855 hartree.

Record 6
Computed, not measured: 3 unconnected molecules or ions with the total composition C18H42ClNO5Si4, with the ωB97M-V functional and the def2-TZVPD basis.

Last column: Löwdin charge in e.
Atoms and positions in Å:
N -1.5596 -3.9755 0.7551  0.001
C -1.2013 -5.2317 0.0824  -0.263
C -1.4263 -5.0262 -1.4092  -0.134
C -0.7786 -6.0577 -2.2412  -0.153
C 0.4862 -6.2958 -2.5189  -0.533
Cl 1.8120 -5.3649 -1.9849  0.779
C 0.5760 -7.5310 -3.3857  -0.418
O 1.4108 -7.9062 -4.1369  0.192
O -0.6291 -8.1818 -3.1242  0.124
C -1.5298 -7.1214 -3.0019  -0.363
O -2.6115 -7.0798 -3.5059  0.189
H -1.1401 -3.9327 1.6694  0.065
H -2.5596 -3.9107 0.8491  0.066
H -1.8318 -6.0218 0.4853  0.114
H -0.1776 -5.4826 0.3101  0.101
H -1.0674 -4.0344 -1.6572  0.124
H -2.4885 -5.0685 -1.6169  0.123
O -3.0919 0.6084 2.3589  -0.270
Si -3.1778 1.3514 3.8287  0.348
C -4.8979 2.0344 4.1120  -0.162
C -1.9506 2.7634 3.9139  -0.160
C -2.7856 0.1428 5.1959  -0.166
Si -3.2845 0.9665 0.7600  0.350
C -2.9721 -0.5365 -0.2989  -0.163
C -2.0816 2.3073 0.2474  -0.160
C -5.0269 1.5701 0.4340  -0.161
H -5.1244 2.8330 3.4029  0.023
H -4.9831 2.4429 5.1208  0.034
H -5.6506 1.2520 3.9941  0.036
H -0.9440 2.4172 3.6693  0.031
H -1.9311 3.1914 4.9180  0.034
H -2.2163 3.5569 3.2126  0.024
H -1.7789 -0.2649 5.0851  0.032
H -3.4927 -0.6890 5.2030  0.031
H -2.8436 0.6462 6.1626  0.033
H -1.9552 -0.9104 -0.1627  0.021
H -3.1051 -0.2841 -1.3528  0.036
H -3.6672 -1.3415 -0.0512  0.027
H -2.3044 3.2479 0.7557  0.029
H -2.1376 2.4814 -0.8293  0.042
H -1.0600 2.0185 0.4961  0.007
H -5.2179 2.5161 0.9446  0.023
H -5.7605 0.8415 0.7857  0.036
H -5.1824 1.7248 -0.6353  0.034
O 3.7570 1.5812 -1.7325  -0.271
Si 2.4082 1.8934 -0.8364  0.350
C 1.5957 3.4761 -1.4197  -0.154
C 2.8571 2.0838 0.9720  -0.157
C 1.1726 0.5030 -0.9902  -0.152
Si 5.2096 2.2730 -2.0953  0.348
C 6.1866 1.1762 -3.2462  -0.166
C 6.2097 2.5365 -0.5341  -0.163
C 4.9505 3.9297 -2.9286  -0.163
H 2.2393 4.3386 -1.2347  0.024
H 0.6534 3.6361 -0.8911  0.022
H 1.3857 3.4326 -2.4905  0.038
H 3.4088 1.2112 1.3282  0.036
H 1.9554 2.1908 1.5790  0.026
H 3.4794 2.9666 1.1312  0.024
H 1.5939 -0.4398 -0.6351  0.036
H 0.8564 0.3699 -2.0269  0.039
H 0.2905 0.7261 -0.3918  -0.001
H 6.3854 0.2042 -2.7908  0.032
H 7.1443 1.6442 -3.4810  0.033
H 5.6502 1.0110 -4.1826  0.032
H 5.7306 3.2676 0.1203  0.023
H 7.2077 2.9050 -0.7790  0.033
H 6.3165 1.6024 0.0213  0.035
H 4.4796 4.6424 -2.2487  0.023
H 4.3098 3.8248 -3.8068  0.036
H 5.9063 4.3483 -3.2495  0.033

The spin multiplicity is 1. Its SMILES is C[Si](C)(C)O[Si](C)(C)C.C[Si](C)(C)O[Si](C)(C)C.NCCC1=C(Cl)C(=O)OC1=O. The HOMO energy is -0.36154 Eh. Its HOMO-LUMO gap is 0.34175 hartree.